one:
Below is the ion C5H11NO2 with charge +1, with properties calculated with wB97M-V/def2-TZVPD.

- Kohn-Sham gap (spin up / spin down): 0.38346 / 0.20966 Eh
- Net charge: +1
- Lowest unoccupied orbital energy (spin up / spin down): -4.7 / -9.4 eV
- HOMO energy (spin up / spin down): -15.18 / -15.06 eV
- 2S+1: 2

XYZ file:
```
19
Properties=species:S:1:pos:R:3:lowdin_spin:R:1
O 1.272 0.694 -1.297 0.605
C 0.722 0.259 -0.255 0.044
N 1.395 0.532 0.980 0.117
C 1.449 -0.460 1.998 0.016
O 2.104 -1.721 1.811 0.015
C -0.645 -0.419 -0.120 0.049
C -1.719 0.434 -0.662 0.035
C -1.669 0.632 -2.129 0.038
H 2.381 0.885 0.963 0.001
H 1.955 -0.007 2.878 0.012
H 0.498 -0.807 2.564 0.000
H 2.868 -1.647 1.205 0.000
H -0.491 -1.333 -0.688 0.002
H -0.840 -0.840 0.930 0.005
H -1.511 1.393 -0.044 0.019
H -2.794 0.563 -0.446 0.017
H -1.759 -0.442 -2.481 0.003
H -0.791 1.028 -2.592 0.017
H -2.426 1.257 -2.616 0.004
```

---

two:
Below is a cluster of 2 separate species, C5H11NO2 in total, with properties calculated with wB97M-V/def2-TZVPD.

- Kohn-Sham gap (spin up / spin down): 0.17504 / 0.17328 Eh
- Net charge: +1
- Lowest unoccupied orbital energy (spin up / spin down): -9.0 / -9.1 eV
- HOMO energy (spin up / spin down): -13.75 / -13.78 eV
- 2S+1: 2

XYZ file:
```
19
Properties=species:S:1:pos:R:3:lowdin_spin:R:1
C 1.037 -1.010 -0.613 0.002
N -0.287 -0.665 -0.064 0.009
C -0.814 0.527 -0.095 -0.003
C -0.159 1.707 0.174 0.004
O 2.677 1.319 0.741 -0.005
C -2.345 0.520 -0.301 0.106
O -2.849 -0.707 -0.545 0.811
C 1.883 -1.679 0.482 0.002
H 0.863 -1.655 -1.463 0.001
H 1.564 -0.097 -0.832 0.000
H -1.064 -1.300 -0.273 -0.001
H -2.906 0.822 0.604 0.045
H -0.689 2.608 0.422 0.000
H 0.930 1.787 0.233 0.001
H 3.172 2.163 0.703 0.000
H -2.579 1.264 -1.068 0.029
H 1.581 -2.687 0.750 0.000
H 2.927 -1.667 0.155 0.000
H 1.872 -1.002 1.320 0.000
```

---

three:
Below is the ion C5H11NO2 with charge +1, with properties calculated with wB97M-V/def2-TZVPD.

- Kohn-Sham gap (spin up / spin down): 0.35535 / 0.15500 Eh
- Net charge: +1
- Lowest unoccupied orbital energy (spin up / spin down): -3.8 / -9.2 eV
- HOMO energy (spin up / spin down): -13.48 / -13.40 eV
- 2S+1: 2

XYZ file:
```
19
Properties=species:S:1:pos:R:3:lowdin_spin:R:1
C 0.038 0.404 2.382 0.046
O 0.303 -0.736 3.165 0.018
C 0.302 -0.149 0.891 0.048
C -0.744 0.407 -0.204 -0.002
C -0.331 0.028 -1.629 0.018
C 0.241 1.099 -2.488 0.003
O 0.104 1.013 -3.720 0.014
N 0.262 -1.717 0.731 0.797
H 0.729 1.259 2.683 0.001
H -0.979 0.813 2.416 0.003
H -0.566 -1.115 3.451 0.001
H 1.292 0.120 0.573 0.010
H -0.828 1.466 -0.121 0.000
H -1.780 0.139 -0.096 0.000
H -1.213 -0.426 -2.121 0.000
H 0.373 -0.872 -1.621 0.008
H 0.753 1.886 -1.861 0.001
H 0.833 -2.201 1.569 0.013
H -0.743 -1.987 0.742 0.022
```

---

Of the structures shown above, one is the most stable.